15 unconnected molecules or ions with the total composition C44H83F21N4O38P4. Source: the Open Molecules 2025 dataset; level of theory: wB97M-V/def2-TZVPD.

```
194
Properties=species:S:1:pos:R:3:mulliken_charge:R:1
H 3.87 -1.66 0.70 -0.091
C 1.11 2.03 5.03 -0.681
C 6.38 7.95 0.25 -0.720
F -5.84 -1.07 -6.78 -0.199
H -1.33 0.62 -3.57 -0.405
H -0.74 -4.06 -3.81 0.133
C -2.43 -7.70 3.16 0.803
C -3.34 -0.10 4.96 -1.007
C 2.79 -1.55 0.59 -0.309
O -6.41 -0.65 1.73 -0.371
H 6.43 1.75 -1.29 0.563
C -6.79 -2.83 -3.70 -0.889
H -1.63 0.05 3.64 -0.255
F -4.30 -3.00 7.88 -0.259
H 3.00 7.39 2.62 0.362
H -5.31 -0.79 -0.04 0.141
H -5.81 -3.03 0.49 0.499
H 0.69 0.32 -2.87 -0.197
C -2.96 4.77 3.00 -0.964
C -3.46 0.52 -3.95 -0.009
O 0.24 4.20 4.90 -0.617
O -4.39 0.15 -4.92 -0.350
F -7.40 0.40 -6.26 -0.245
O -1.39 3.10 2.31 -0.258
O 2.37 -0.23 0.57 -0.121
H -0.36 -5.53 -2.88 0.414
H 1.49 1.85 -2.87 0.551
O -5.56 1.43 2.18 -0.495
O -1.36 -5.59 3.62 -0.468
H -3.65 1.58 -3.75 0.806
H 4.11 1.80 3.60 0.222
H 4.53 1.19 1.90 -0.688
H 4.33 -4.24 -2.55 0.351
H -3.57 0.96 -0.69 -0.062
H -4.35 -0.50 1.40 -0.980
H -4.40 -5.10 -0.09 0.159
H -2.74 -1.31 3.27 -0.068
C -5.15 -2.52 1.20 -1.093
P 4.25 6.47 -0.40 0.586
O 0.60 -4.32 -0.96 -0.508
C -7.92 1.01 2.74 0.801
O 2.31 3.93 4.36 -0.605
O -4.93 -2.35 4.60 -0.525
H -1.93 -3.69 4.21 -0.468
H 2.36 -2.27 1.29 -0.146
P 1.15 0.25 1.43 -0.821
H 2.23 0.31 -4.85 0.445
C -4.59 -5.46 -1.10 -0.516
H -1.30 2.04 -1.59 -0.604
O -3.43 -5.50 2.55 -0.542
H -7.61 -2.90 -2.98 0.289
H 5.58 -2.00 -3.70 0.239
C -1.15 -4.18 3.63 0.546
H -3.18 0.36 2.89 -1.055
H -0.96 -4.42 1.45 0.543
H -3.56 -2.10 -4.99 -0.244
H 5.59 2.53 0.04 0.300
H 5.61 -4.21 -1.35 0.376
C -3.47 -3.17 -5.16 -0.102
C -5.09 0.98 -5.77 0.418
C -3.29 5.47 -3.26 0.830
N 4.30 -5.88 -1.13 0.914
N 1.24 3.50 4.72 1.099
C 5.73 2.39 -4.54 0.850
O -3.39 -2.52 -1.84 0.717
F -8.12 2.29 2.73 -0.239
F -8.02 0.52 4.01 -0.256
H 3.80 5.86 -2.90 0.105
C 3.27 -0.92 4.60 0.024
O 0.88 -2.81 -2.47 -0.504
F -8.89 0.45 2.08 -0.252
F -3.62 -8.14 3.56 -0.241
O 8.05 0.00 -0.80 -0.297
C -2.67 -0.28 3.62 1.989
C -4.18 -2.29 5.59 0.350
O 1.48 1.82 1.83 0.625
H -0.24 -4.10 4.23 0.124
H -2.83 5.17 4.01 0.376
F -2.29 -8.12 1.89 -0.239
H 4.16 -3.71 -0.78 -0.058
H -2.41 -3.32 -5.35 0.210
O 3.28 7.31 0.54 -0.349
C 6.52 -1.62 -3.30 -1.023
H 9.20 -1.17 -2.16 0.261
H -5.28 -6.30 -1.13 0.297
C 1.85 2.80 0.87 -0.821
F 2.21 -2.83 3.71 -0.195
H -4.13 -2.88 1.07 -0.100
F -2.41 6.42 -3.65 -0.256
H 8.95 -1.88 -0.68 0.377
H 3.34 7.42 -3.48 0.270
F -4.95 -4.33 6.41 -0.259
N -2.27 3.45 3.13 0.766
H 0.15 -3.30 2.20 -0.530
H -1.66 -0.73 0.75 -0.787
O -5.23 -4.40 -1.84 -0.389
C 4.11 6.91 -2.91 -0.541
O -2.54 2.75 4.06 -0.492
C -5.23 -1.02 1.02 1.545
F 5.53 3.13 -5.64 -0.257
O -5.03 2.21 -5.76 -0.533
C -3.04 1.82 -0.28 0.212
O 3.75 1.22 -3.74 0.031
H -3.59 -5.74 -1.44 0.232
H 7.19 -2.38 -2.91 0.485
O -2.84 5.41 -0.85 -0.559
H 0.13 1.73 5.40 0.158
H 10.03 -0.46 -0.82 0.300
H -3.73 -0.11 -3.10 -0.416
H 6.54 8.21 -0.79 0.273
C 9.07 -0.89 -1.11 -0.881
H 2.80 3.34 0.94 0.148
F -2.86 -3.97 6.56 -0.223
H -4.02 -3.57 -6.01 0.326
C 2.21 -2.02 4.78 1.254
O -5.71 -2.22 -2.99 -0.319
H 1.73 1.87 5.91 0.503
F -6.08 0.68 -8.00 -0.263
C -0.87 -3.68 2.25 0.372
H 1.03 3.52 0.84 0.276
C 4.77 1.18 -4.59 0.302
H -1.63 -4.36 -2.19 -0.062
C -6.53 0.65 2.16 0.351
C -0.76 -4.51 -2.83 -0.466
H 1.98 2.36 -0.12 -0.129
O 4.95 -6.73 -1.76 -0.563
H 4.97 6.94 -3.58 0.282
H -2.55 5.40 2.22 0.290
O 6.11 -0.65 -2.33 0.608
O 5.68 0.42 0.02 0.236
H 5.70 1.99 2.85 0.627
H -6.66 -3.84 -4.11 0.371
O -2.45 3.50 -2.13 -0.295
H -2.82 0.63 5.58 0.268
F 5.55 3.17 -3.43 -0.157
O 5.76 6.67 0.25 -0.263
H -0.24 -1.65 0.27 -0.111
H 1.98 0.61 -1.70 -0.409
H 4.72 1.69 -1.28 -0.074
C -2.84 4.76 -1.95 0.385
H -4.39 0.17 4.79 0.426
O -0.04 0.40 0.30 1.193
O 3.80 5.07 -0.63 0.056
C 1.67 0.78 -2.73 0.297
H -4.02 4.63 2.75 0.270
H 5.91 -0.59 2.78 0.360
C -0.82 -0.75 0.06 0.526
O -3.39 -1.22 5.81 -0.357
F 2.48 -2.76 5.83 -0.284
C 5.58 1.66 -0.62 -0.481
H 1.36 1.38 4.19 -0.038
H -3.68 2.43 0.35 0.488
H 1.77 6.55 1.78 0.253
C 5.25 -0.07 3.46 -0.712
H 3.47 5.93 2.15 0.261
H -1.68 -2.98 2.04 -0.103
H 5.62 8.65 0.60 0.297
O 4.13 -0.98 3.51 -0.220
C -2.01 0.37 -4.38 -0.390
C -1.98 2.71 -1.07 0.161
H 6.94 -1.06 -4.13 0.254
H 3.12 -0.69 -3.68 0.196
F -4.49 5.97 -3.07 -0.239
H 7.19 8.12 0.96 0.275
F -3.32 4.51 -4.20 -0.223
H -7.16 -2.32 -4.58 0.206
H -2.42 1.40 0.51 -0.522
N 0.35 -3.81 -2.02 0.924
H -5.49 -2.91 2.16 0.462
H -1.72 -0.65 -4.65 0.303
P 6.57 -0.72 -0.73 0.065
C -6.14 0.24 -6.70 0.705
O 4.28 7.44 -1.70 -0.416
C 4.84 1.33 2.94 0.055
F 7.01 1.95 -4.55 -0.258
H -1.90 1.15 -5.14 0.413
C 2.85 6.74 1.77 -0.716
H -1.17 -0.82 -0.97 0.000
O 6.50 -2.10 -0.09 -0.752
O 3.36 0.01 5.44 -0.627
O 3.47 -6.11 -0.22 -0.492
C 2.68 0.30 -3.86 -0.794
F 0.99 -1.48 4.95 -0.205
F -1.47 -8.06 3.98 -0.217
O 4.86 0.28 -5.45 -0.606
O 0.74 -0.63 2.54 0.331
C -2.50 -6.14 3.04 0.404
H 5.66 -0.03 4.47 0.446
H -1.40 3.25 -0.33 0.563
H 2.62 -1.93 -0.42 0.380
C -4.06 -3.39 6.65 0.831
O -3.99 -3.91 -4.03 -0.378
C 4.55 -4.43 -1.50 -0.512
P -4.47 -3.20 -2.63 0.320
```

Calculated values
**Molecular weight**: 1798.992 g/mol
**ΔE to the lowest compared entry with this formula, charge and spin**: 0.00 kJ/mol
**Largest force on an atom**: 5.46 eV Å⁻¹